Entry from the OMol25 dataset: a cluster of 9 separate species, H18O9 in total at a distorted geometry (ωB97M-V/def2-TZVPD).

- SMILES string = O.O.O.O.O.O.O.O.O
- relative energy (zero: lowest compared OMol25 entry of this formula, charge and spin) (kJ/mol) = 303.8
- DFT total energy (eV) = -18718.987
- frontier orbital gap (eV) = 10.00
- LUMO level (eV) = -0.16

CARTESIAN COORDINATES (ANGSTROEM)
O -25.96 -45.99 22.74
H -25.95 -45.51 23.63
H -26.87 -46.22 22.70
O -23.26 -42.97 20.45
H -23.61 -42.22 21.04
H -24.01 -43.58 20.44
O -26.95 -48.51 20.25
H -26.56 -47.78 20.65
H -27.06 -49.21 20.84
O -25.56 -45.56 17.16
H -24.77 -46.08 17.20
H -26.07 -45.98 16.55
O -24.91 -44.93 20.16
H -25.29 -45.24 21.06
H -24.17 -45.43 19.78
O -27.21 -43.66 19.09
H -27.73 -43.59 18.31
H -26.44 -44.26 19.11
O -21.63 -46.33 20.88
H -21.74 -47.35 20.94
H -22.27 -46.17 21.51
O -22.28 -43.79 17.83
H -22.70 -43.36 18.69
H -21.36 -43.95 18.05
O -23.24 -46.38 18.76
H -22.64 -45.85 18.33
H -22.73 -46.63 19.57

---

Entry from the OMol25 dataset: a cluster of 9 separate species, H18O9 in total at a distorted geometry (ωB97M-V/def2-TZVPD).

- SMILES string = O.O.O.O.O.O.O.O.O
- relative energy (zero: lowest compared OMol25 entry of this formula, charge and spin) (kJ/mol) = 250.4
- DFT total energy (eV) = -18719.540
- frontier orbital gap (eV) = 11.04
- LUMO level (eV) = -0.13

CARTESIAN COORDINATES (ANGSTROEM)
O 21.17 11.92 1.55
H 21.47 11.31 2.25
H 20.51 12.51 1.92
O 22.04 11.78 7.61
H 21.98 12.70 7.43
H 21.47 11.39 6.96
O 21.94 10.15 3.27
H 22.34 9.31 3.00
H 22.38 10.55 4.06
O 22.23 12.91 4.47
H 21.91 13.71 4.75
H 22.42 12.94 3.54
O 20.24 16.46 5.14
H 19.85 15.61 4.89
H 19.75 17.16 4.76
O 21.95 14.46 0.60
H 21.66 14.97 1.35
H 22.12 13.60 0.92
O 19.32 13.68 4.94
H 19.79 13.67 5.80
H 19.68 12.83 4.63
O 20.69 14.16 7.09
H 20.20 13.52 7.62
H 20.35 14.97 7.41
O 24.54 11.25 2.12
H 23.82 11.09 2.70
H 24.09 11.36 1.26